No. 1
# C4H13N2O2

A cluster of 2 separate species, C4H13N2O2 in total at a distorted geometry (wB97M-V/def2-TZVPD, the Open Molecules 2025 dataset).

Geometry (Å):
O 0.931 1.678 -0.050
O 2.456 -0.662 -1.557
N 0.833 -1.386 1.060
N -1.411 -0.347 -0.397
C -0.391 -0.828 1.625
C -1.489 1.159 -0.183
C -1.524 -1.231 0.736
C -0.347 1.677 -0.937
H 1.134 -0.947 0.095
H -1.495 -0.834 -1.271
H -0.582 -1.093 2.776
H -2.468 -1.080 1.351
H 1.633 -1.336 1.645
H -0.214 0.872 -1.710
H 0.540 2.067 0.813
H -0.550 2.652 -1.381
H -1.536 -2.328 0.401
H 3.170 -0.665 -2.245
H -0.267 0.303 1.559
H -2.491 1.610 -0.221
H 2.586 0.134 -1.050

Computed properties:
Energy above the lowest of the compared OMol25 structures with the same formula, charge and spin ... 716.9 kJ/mol
HOMO ... -0.4940 Ha
Net charge ... +1

No. 2
# C36H31AuN7O5

A structure of composition C36H31AuN7O5 at a distorted geometry (wB97M-V/def2-TZVPD, the Open Molecules 2025 dataset).

Geometry (Å):
Au -0.127 -0.053 -0.389
O 2.488 -2.441 0.452
O 2.445 1.937 -0.809
O -0.575 2.023 0.097
O 5.126 2.783 -3.867
O 2.946 0.099 -6.090
N 2.112 -0.253 -0.149
N -0.162 1.274 2.212
N 4.182 0.561 -0.134
N -0.360 -2.147 0.281
N -0.097 -0.054 -2.537
N 3.227 1.687 -4.498
N -0.189 0.063 1.731
C 5.864 -0.850 -1.944
C -0.007 -4.649 1.348
C 2.862 -1.315 0.175
C 6.631 -1.620 3.718
C 1.074 0.258 -3.100
C 6.686 -0.383 3.097
C -0.210 3.950 3.147
C 5.934 -0.134 1.959
C 6.369 -2.851 -3.183
C 0.052 5.963 1.241
C 2.562 0.671 -5.090
C -0.205 -1.049 2.388
C -0.245 -1.061 3.880
C -0.017 -3.535 2.169
C 4.377 -0.858 0.110
C 5.065 -2.366 2.049
C 2.885 0.881 -0.394
C 6.522 -1.489 -2.984
C 5.121 -1.126 1.415
C -0.062 4.646 0.837
C -0.323 2.249 1.318
C -1.163 -0.289 -3.307
C -0.172 -4.490 -0.018
C -0.328 -3.209 -0.513
C 5.809 -2.607 3.194
C 5.546 -3.571 -2.330
C 0.022 6.276 2.594
C 1.230 0.332 -4.471
C 5.046 -1.568 -1.075
C -0.199 -2.279 1.606
C -1.075 -0.277 -4.685
C 0.143 0.020 -5.278
C 4.895 -2.938 -1.282
C -0.102 5.270 3.543
C -0.199 3.636 1.788
C 4.539 2.103 -4.948
H -0.180 -5.337 -0.688
H 4.449 2.752 -5.825
H 4.249 -3.511 -0.634
H 0.657 -1.528 4.280
H -2.093 -0.508 -2.799
H 5.098 1.208 -5.232
H -0.303 -0.043 4.252
H 0.160 6.749 0.505
H 1.898 0.454 -2.429
H -1.951 -0.492 -5.279
H 5.748 -3.574 3.677
H 4.926 1.192 -0.368
H 7.218 -1.811 4.606
H 0.131 -3.635 3.235
H 5.407 -4.634 -2.481
H 7.322 0.396 3.498
H 0.143 -5.633 1.771
H -1.109 -1.625 4.232
H -0.026 4.374 -0.209
H 0.257 0.037 -6.354
H 2.841 2.203 -3.721
H -0.434 -3.023 -1.574
H 5.985 0.847 1.505
H 5.737 3.444 -4.200
H 6.881 -3.346 -3.997
H -0.115 5.522 4.595
H 7.162 -0.912 -3.640
H 5.995 0.217 -1.840
H -0.303 3.158 3.878
H 4.419 -3.137 1.660
H 0.102 7.308 2.910

Computed properties:
Energy above the lowest of the compared OMol25 structures with the same formula, charge and spin ... 0.0 kJ/mol
HOMO ... -0.3987 Ha
Net charge ... +1

No. 3
# C30H30N8O3PPdS2

A structure of composition C30H30N8O3PPdS2 at a distorted geometry (wB97M-V/def2-TZVPD, the Open Molecules 2025 dataset).

Geometry (Å):
Pd 0.011 -0.192 0.237
S 0.961 -0.297 2.323
S 1.441 -1.895 -0.211
P 2.114 -1.827 1.664
O 1.646 -3.241 2.195
O 3.250 9.704 -7.634
O 3.543 -1.712 2.245
N 0.567 2.014 0.225
N -3.697 -1.869 1.602
N 1.663 5.592 -2.933
N 0.292 0.363 -1.885
N -4.266 0.699 -0.181
N -2.079 0.848 -0.274
N 1.573 4.225 -4.683
N -1.621 -1.575 0.981
C 1.263 3.461 -3.584
C 2.775 8.926 -5.391
C -1.692 -2.731 1.719
C -2.840 -1.076 0.933
C 2.417 7.857 -4.587
C 0.782 2.534 -1.005
C 4.360 -0.478 2.281
C 3.507 11.007 -7.119
C 3.071 -4.366 3.879
C 4.563 -0.082 3.718
C 2.295 6.431 -6.512
C -3.092 0.152 0.196
C 1.329 4.336 -2.524
C 2.900 8.740 -6.766
C 1.087 4.728 -0.064
C 0.766 1.166 -4.493
C -2.622 1.884 -0.995
C 0.820 4.190 1.168
C 0.152 -0.486 -2.889
C 1.072 3.890 -1.190
C 0.666 1.639 -2.132
C 1.811 5.503 -4.240
C 0.385 -0.121 -4.216
C 2.178 6.600 -5.129
C 0.908 2.090 -3.444
C -3.978 1.808 -0.943
C -2.979 -2.930 2.109
C 1.767 -3.662 3.596
C 2.650 7.483 -7.323
C 0.573 2.817 1.273
H -5.192 0.359 0.020
H 3.925 -3.701 3.779
H 3.855 0.300 1.708
H 3.205 -5.212 3.206
H 0.931 -4.342 3.736
H 0.951 1.468 -5.516
H 4.346 10.992 -6.420
H 1.300 5.781 -0.197
H 1.650 3.916 -5.636
H 2.105 5.471 -6.980
H 3.045 -4.743 4.902
H -0.824 -3.343 1.889
H 5.290 -0.736 1.785
H 2.319 7.994 -3.518
H -2.010 2.615 -1.499
H 0.263 -0.854 -5.001
H 2.951 9.893 -4.945
H 5.139 0.843 3.757
H -3.439 -3.709 2.690
H 2.740 7.365 -8.394
H 0.394 2.369 2.241
H 3.762 11.619 -7.977
H 2.621 11.416 -6.631
H -4.749 2.424 -1.372
H 1.612 -2.790 4.235
H 5.111 -0.852 4.261
H -0.152 -1.496 -2.644
H 3.607 0.083 4.218
H -4.682 -1.717 1.747
H 0.806 4.801 2.060

Computed properties:
Energy above the lowest of the compared OMol25 structures with the same formula, charge and spin ... 0.0 kJ/mol
HOMO (alpha / beta) ... -0.4295 / -0.4295 Ha
Multiplicity ... 2
Net charge ... +2

No. 4
# C3H9NO2

A structure of composition C3H9NO2 at a distorted geometry (wB97M-V/def2-TZVPD, the Open Molecules 2025 dataset).

Geometry (Å):
O 1.875 0.555 0.157
O -1.552 -0.428 -0.384
N 2.303 1.485 -0.827
C -2.155 -1.190 0.636
C 0.291 -0.533 -0.456
C -0.023 0.649 0.245
H 3.043 1.076 -1.395
H 2.606 2.321 -0.328
H 0.524 -1.437 0.089
H 0.474 -0.471 -1.517
H -2.364 -2.209 0.288
H -0.167 0.632 1.316
H -3.093 -0.720 0.951
H -0.240 1.550 -0.309
H -1.521 -1.280 1.533

Computed properties:
Energy above the lowest of the compared OMol25 structures with the same formula, charge and spin ... 687.0 kJ/mol
HOMO ... -0.2926 Ha

No. 5
# C29H36Cl2N6

A cluster of 7 separate species, C29H36Cl2N6 in total at a distorted geometry (wB97M-V/def2-TZVPD, the Open Molecules 2025 dataset).

Geometry (Å):
Cl -22.148 0.872 -8.748
Cl -23.596 -0.213 -6.384
N -19.358 2.252 -4.150
N -19.612 -1.833 -5.580
N -27.745 -4.194 -11.099
N -22.045 5.521 -7.556
N -17.372 -1.144 -10.347
N -20.258 -0.241 -0.451
C -18.336 0.740 -8.624
C -18.350 -0.367 -10.701
C -17.226 1.419 -3.602
C -18.494 2.648 -2.032
C -21.104 5.151 -8.448
C -19.903 4.560 -8.141
C -27.663 -3.822 -8.533
C -21.796 -4.435 -7.128
C -20.641 4.618 -5.832
C -17.338 -0.090 -8.209
C -26.037 -1.901 -8.914
C -20.051 -2.923 -1.102
C -19.699 4.242 -6.789
C -26.336 -3.174 -8.107
C -21.700 -3.123 -7.973
C -20.039 -0.640 -1.691
C -21.804 5.245 -6.293
C -18.810 0.664 -9.879
C -20.351 -1.205 0.482
C -16.920 -1.046 -9.045
C -19.482 2.746 -2.948
C -18.302 1.513 -4.449
C -27.785 -3.968 -9.983
C -22.368 0.890 -6.947
C -19.914 -1.952 -2.084
C -20.323 -2.440 -8.073
C -17.322 2.016 -2.384
C -20.286 -2.575 0.204
C -19.910 -2.104 -6.649
H -18.559 3.040 -1.046
H -19.757 -2.179 -3.070
H -17.026 0.016 -7.182
H -20.089 0.094 -2.559
H -20.030 -4.014 -1.231
H -22.100 -3.416 -8.984
H -18.907 1.353 -7.972
H -22.608 1.929 -6.703
H -20.367 -1.472 -8.598
H -20.481 4.472 -4.743
H -21.347 5.547 -9.400
H -16.576 1.983 -1.574
H -19.289 4.242 -8.929
H -18.768 -0.467 -11.718
H -16.262 0.998 -3.894
H -21.045 -5.043 -7.549
H -22.585 5.473 -5.608
H -20.462 3.242 -2.754
H -19.499 -2.925 -8.535
H -25.481 -3.811 -8.344
H -26.365 -3.013 -6.983
H -21.728 -4.319 -6.027
H -22.377 -2.347 -7.556
H -26.816 -1.194 -8.718
H -28.542 -3.339 -8.101
H -19.657 1.315 -10.131
H -27.750 -4.860 -8.115
H -26.152 -2.103 -9.948
H -21.422 0.652 -6.472
H -20.426 -3.269 1.001
H -20.535 -0.879 1.467
H -22.747 -4.852 -7.391
H -25.047 -1.484 -8.725
H -18.265 1.167 -5.492
H -18.778 3.807 -6.449
H -16.211 -1.766 -8.752

Computed properties:
HOMO ... -0.3500 Ha
SMILES ... c1ccncc1.c1ccncc1.c1ccncc1.c1ccncc1.CCCC#N.CCCC#N.ClCCl